[1]
Molecular formula: C20H25GeN4OPtS2
Method: DFT, wB97M-V/def2-TZVPD

```
! wB97M-V def2-TZVPD RIJCOSX def2/J DEFGRID3
* xyz 1 1
Pt -0.04 -0.75 0.51
S -0.24 0.71 -7.03
N -1.37 0.23 -6.00
C -0.83 0.11 -4.79
C -1.50 -0.31 -3.60
C -2.86 -0.59 -3.53
C -3.40 -1.00 -2.33
C -2.56 -1.14 -1.23
N -1.26 -0.88 -1.28
C -0.72 -0.43 -2.42
C 0.68 -0.06 -2.41
N 1.34 -0.13 -1.24
C 2.60 0.27 -1.18
C 3.30 0.76 -2.28
C 2.66 0.82 -3.50
C 1.32 0.42 -3.58
C 0.55 0.46 -4.79
N 0.98 0.82 -5.99
H -3.46 -0.49 -4.42
H -4.46 -1.20 -2.23
H -2.94 -1.49 -0.27
H 3.08 0.19 -0.21
H 4.33 1.07 -2.18
H 3.15 1.19 -4.39
O -1.03 1.53 0.49
S -0.04 2.65 0.54
C -1.03 4.20 0.79
C -0.29 4.96 1.87
C -0.03 3.93 2.97
C 0.58 2.72 2.28
H -2.02 3.88 1.13
H -1.11 4.72 -0.15
H -0.86 5.81 2.24
H 0.65 5.34 1.48
H -0.97 3.66 3.45
H 0.64 4.32 3.74
H 0.30 1.77 2.74
H 1.67 2.79 2.21
C 1.95 -3.70 1.81
Ge 0.29 -3.03 2.68
C 0.40 -3.45 4.64
C -1.29 -3.94 1.88
C 0.14 -1.04 2.52
H 2.04 -4.78 1.95
H 2.84 -3.24 2.24
H 1.95 -3.50 0.74
H 0.48 -4.52 4.77
H -0.49 -3.10 5.16
H 1.27 -2.97 5.08
H -1.23 -5.01 2.04
H -1.34 -3.75 0.81
H -2.21 -3.59 2.33
H 1.06 -0.56 2.87
H -0.69 -0.67 3.11
*
```

Computed properties:
energy relative to the best compared isomer or geometry (same formula, charge and spin) = 62.8 kcal per mole
E_HOMO (alpha / beta) = -10.963 / -10.968 eV
molecular weight = 669.27 u
energy = -110579.3928 eV
HOMO-LUMO gap (alpha / beta) = 6.66 / 6.67 eV



[2]
Molecular formula: C33H44BiBr2FN2P
Method: DFT, wB97M-V/def2-TZVPD

```
! wB97M-V def2-TZVPD RIJCOSX def2/J DEFGRID3
* xyz 1 1
Bi 0.20 0.50 -0.10
C -2.75 1.18 2.04
C -2.90 -0.34 2.16
C -3.52 -0.93 0.90
C -1.60 -0.98 2.61
C -1.41 -1.05 3.99
C -0.30 -1.65 4.54
C 0.67 -2.18 3.71
C 0.55 -2.10 2.34
C 1.67 -2.63 1.47
C 1.65 -4.17 1.43
C 3.03 -2.15 1.97
C -0.60 -1.51 1.79
N -0.69 -1.39 0.37
C -1.04 -2.48 -0.39
C -1.47 -3.68 0.21
C -1.90 -4.75 -0.55
C -1.94 -4.66 -1.93
C -1.52 -3.50 -2.55
C -1.07 -2.45 -1.78
F -0.65 -1.30 -2.43
H -3.72 1.64 1.88
H -2.11 1.45 1.20
H -2.32 1.59 2.94
H -3.61 -0.52 2.97
H -3.03 -0.57 0.00
H -4.57 -0.65 0.84
H -3.48 -2.02 0.91
H -2.17 -0.65 4.64
H -0.19 -1.70 5.61
H 1.53 -2.66 4.15
H 1.53 -2.27 0.44
H 1.64 -4.58 2.43
H 2.54 -4.52 0.92
H 0.78 -4.53 0.89
H 3.27 -2.60 2.93
H 3.03 -1.07 2.09
H 3.81 -2.43 1.27
H -1.47 -3.75 1.29
H -2.20 -5.65 -0.05
H -2.31 -5.49 -2.52
H -1.54 -3.40 -3.62
Br 1.80 1.31 3.26
C 1.06 3.08 3.53
Br 0.37 3.78 1.88
H 1.85 3.74 3.88
H 0.24 3.01 4.23
C -3.52 0.49 -2.80
C -2.24 0.95 -3.48
P -0.99 1.59 -2.27
C 0.36 2.34 -3.30
C 0.00 2.72 -4.73
C -1.81 3.03 -1.45
C -2.21 4.17 -2.37
H -4.21 0.08 -3.54
H -4.03 1.32 -2.30
H -3.32 -0.28 -2.06
H -2.45 1.75 -4.19
H -1.77 0.13 -4.02
H 1.19 1.63 -3.34
H 0.70 3.22 -2.74
H -0.24 1.83 -5.32
H 0.87 3.19 -5.18
H -0.83 3.41 -4.78
H -1.13 3.40 -0.67
H -2.69 2.63 -0.93
H -1.35 4.61 -2.85
H -2.70 4.94 -1.79
H -2.91 3.83 -3.14
C 2.09 -0.06 -1.28
C 3.17 0.76 -0.67
C 3.01 2.13 -0.49
C 3.93 2.88 0.22
C 5.05 2.25 0.78
C 5.25 0.88 0.56
C 4.32 0.16 -0.16
C 5.94 2.98 1.59
N 6.61 3.59 2.30
H 2.30 -1.12 -1.21
H 1.89 0.18 -2.32
H 2.15 2.64 -0.90
H 3.79 3.93 0.38
H 6.12 0.40 0.97
H 4.49 -0.89 -0.33
*
```

Computed properties:
E_HOMO = -10.426 eV
molecular weight = 887.49 u
energy = -195840.7700 eV
HOMO-LUMO gap = 7.33 eV



[3]
Molecular formula: C3H4FNO
Method: DFT, wB97M-V/def2-TZVPD

```
! wB97M-V def2-TZVPD RIJCOSX def2/J DEFGRID3
* xyz 0 1
C 0.83 1.61 -0.02
C -1.16 -1.03 -1.55
C 0.53 0.07 1.86
N 0.94 0.74 0.84
O -1.08 -0.16 -0.74
F 1.81 1.79 -0.86
H -0.51 -1.88 -1.54
H -2.00 -0.99 -2.29
H -0.07 -0.76 1.58
H 0.71 0.60 2.73
*
```

Computed properties:
energy relative to the best compared isomer or geometry (same formula, charge and spin) = 97.4 kcal per mole
E_HOMO (alpha / beta) = -8.289 / -8.291 eV
molecular weight = 89.07 u
energy = -9426.3923 eV
HOMO-LUMO gap (alpha / beta) = 8.62 / 8.62 eV